Record 1
Computed, not measured: a cluster of 2 separate species, C7H12 in total, with wB97M-V/def2-TZVPD.

## Properties
Multiplicity ... 1
Energy above the lowest of the compared OMol25 structures with the same formula, charge and spin ... 76.5 kcal/mol
E ... -7450.1145 eV
Total charge ... 0
Structure (SMILES) ... CC1C=C1.C=CC
Lowest unoccupied orbital energy ... 1.19 eV

Each line ends with the Mulliken charge.
Element x y z (Å)
C 0.64 1.66 1.05  -0.9539
C -0.87 1.74 0.87  -0.0652
C -1.65 0.82 -0.02  -0.3043
C -1.79 0.61 1.25  -0.4980
H 1.18 2.17 0.25  0.2495
H 0.93 2.14 2.00  0.3650
H 0.98 0.63 1.08  0.0861
H -1.25 2.77 0.98  0.3743
H -1.85 0.54 -1.04  0.3738
H -2.20 0.02 2.06  0.3490
C 0.01 -0.87 -2.23  -0.9621
C 0.80 -1.00 -1.17  0.1528
C 0.60 -2.01 -0.08  -0.9866
H -0.84 -1.52 -2.40  0.3183
H 0.16 -0.09 -2.98  0.2985
H 1.61 -0.29 -1.03  0.3542
H 1.41 -2.74 -0.05  0.3194
H 0.56 -1.53 0.90  0.2482
H -0.35 -2.54 -0.22  0.2811

=====

Record 2
Computed, not measured: a structure of composition C7H12Ag4BBr6F4O3, with wB97M-V/def2-TZVPD.

## Properties
Multiplicity ... 1
Energy above the lowest of the compared OMol25 structures with the same formula, charge and spin ... 0.0 kcal/mol
E ... -461393.3800 eV
Total charge ... +1
Lowest unoccupied orbital energy ... -5.57 eV

Each line ends with the Mulliken charge.
Element x y z (Å)
Ag 18.14 6.04 13.86  0.6491
Ag 13.44 7.99 13.03  0.4817
Ag 14.82 3.90 12.58  0.6504
Ag 15.62 6.64 15.56  0.7144
C 15.61 6.47 12.38  1.4824
O 14.50 6.46 11.74  -0.6663
O 15.79 7.32 13.36  -0.9890
O 16.46 5.51 12.26  -0.7200
B 18.36 6.99 16.58  0.7952
F 18.97 5.84 15.98  -0.4416
F 19.33 7.76 17.14  -0.2865
F 17.70 7.75 15.53  -0.4416
F 17.34 6.63 17.47  -0.3955
Br 12.14 7.39 7.51  -0.1694
C 14.00 7.14 8.05  -0.3433
C 14.92 8.00 7.22  -0.4831
Br 16.74 7.41 7.56  -0.1676
H 14.21 6.08 7.89  0.3408
H 14.08 7.26 9.12  0.0568
H 14.87 9.02 7.60  0.3429
H 14.69 7.97 6.17  0.4240
Br 11.54 9.83 12.24  -0.1047
C 10.79 8.84 10.71  -0.3445
C 10.99 7.36 10.86  -0.4509
Br 10.06 6.71 12.48  -0.1086
H 11.32 9.23 9.84  0.2902
H 9.74 9.09 10.72  0.4299
H 12.01 7.00 10.93  0.0034
H 10.46 6.83 10.07  0.4741
Br 16.21 2.60 9.71  -0.1727
C 17.01 4.32 9.21  -0.3595
C 18.44 4.39 9.69  -0.4695
Br 19.57 3.20 8.64  -0.1322
H 16.43 5.10 9.71  -0.0820
H 16.96 4.40 8.13  0.5063
H 18.51 4.04 10.72  0.2913
H 18.86 5.39 9.69  0.3957

=====

Record 3
Computed, not measured: a cluster of 2 separate species, C7H12BrClNO2 in total, with wB97M-V/def2-TZVPD.

## Properties
Multiplicity ... 1
Energy above the lowest of the compared OMol25 structures with the same formula, charge and spin ... 0.0 kcal/mol
E ... -95602.5813 eV
Total charge ... -1
Lowest unoccupied orbital energy ... 3.06 eV

Each line ends with the Mulliken charge.
Element x y z (Å)
C 2.96 1.62 -0.96  0.7499
C -0.67 1.29 0.90  -1.5066
C -1.36 0.85 -1.47  -1.6307
C -1.16 -2.20 -0.77  -1.7136
C -0.72 -1.39 1.67  -1.7656
C -1.09 0.21 -0.07  1.0202
C -1.02 -1.06 0.23  1.0506
N 2.72 0.73 0.23  -0.1511
O 2.72 1.05 -2.01  -0.6583
O 3.38 2.74 -0.69  -0.7005
Cl 3.11 1.23 1.90  -0.1420
Br 2.65 -1.10 0.01  -0.0970
H -0.03 1.86 0.29  0.4243
H -1.49 1.85 1.35  0.2771
H -0.18 0.81 1.78  0.3766
H -2.04 0.21 -2.11  0.3354
H -0.45 1.08 -1.87  0.3807
H -1.92 1.75 -1.32  0.4606
H -0.47 -1.89 -1.50  0.3904
H -0.86 -3.15 -0.29  0.3449
H -2.04 -2.38 -1.23  0.4297
H 0.34 -1.11 1.88  0.2594
H -1.33 -0.67 2.12  0.4185
H -1.01 -2.35 1.96  0.4472

=====

Record 4
Computed, not measured: a structure of composition C7H12BrNOTl, with wB97M-V/def2-TZVPD.

## Properties
Multiplicity ... 1
E ... -85689.7730 eV
Total charge ... +3
Lowest unoccupied orbital energy ... -17.39 eV

Each line ends with the Mulliken charge.
Element x y z (Å)
C 1.89 -0.97 -0.48  -1.0033
C 1.60 -0.22 0.82  -0.5896
C 0.84 1.11 0.76  -0.3544
Br 0.53 1.75 2.48  0.3323
C -0.70 1.00 0.07  -0.1129
C -1.77 0.27 0.87  -0.6035
C -2.46 -0.68 -0.13  -0.4424
C -1.72 -0.53 -1.40  0.2168
O -1.69 -1.15 -2.38  -0.2243
N -0.85 0.68 -1.21  0.1795
H 2.29 -0.31 -1.26  0.2414
H 1.01 -1.44 -0.89  0.4831
H 2.66 -1.71 -0.27  0.3132
H 1.13 -0.88 1.53  0.3167
H 2.56 0.07 1.25  0.5829
H 1.40 1.87 0.25  0.4914
H -1.01 2.10 0.08  0.3828
H -1.38 -0.30 1.69  0.4475
H -2.53 1.00 1.16  0.4096
H -2.36 -1.71 0.20  0.3422
H -3.53 -0.55 -0.28  0.3953
H -0.18 0.95 -1.93  0.3418
Tl 4.28 -0.36 -0.91  0.8540

=====

no.,E_HOMO (eV)
1,-9.17
2,-12.45
3,-4.81
4,-22.47